*1*
Molecular formula: C2H6N3S2
Method: DFT, ωB97M-V/def2-TZVPD

Last column: Mulliken charge in e.
Geometry (Å):
C1 -0.19 -0.27 0.73  -0.6471
C2 -0.27 0.88 -0.18  0.1885
N1 -2.41 -0.09 -1.38  -0.2418
N2 -3.14 -0.91 -1.51  0.2547
N3 0.49 0.91 -1.18  -0.0882
S1 -4.30 -1.82 -1.64  0.0021
S2 0.45 -1.78 -0.05  -0.1936
H1 0.44 0.19 1.47  0.3437
H2 -1.14 -0.52 1.10  0.4447
H3 -1.08 1.68 0.14  0.3170
H4 0.98 0.11 -1.44  0.1195
H5 0.57 1.71 -1.77  0.3007
H6 -0.47 -2.67 0.47  0.1997

Values from the calculation:
orbital gap = 8.79 eV
HOMO = -13.4 eV
charge = +1
E_LUMO = -4.58 eV

=====

*2*
Molecular formula: C2H6N3S2
Method: DFT, ωB97M-V/def2-TZVPD

Last column: Mulliken charge in e.
Geometry (Å):
C1 0.47 -0.23 -0.21  0.6963
C2 -2.62 -0.05 -0.12  0.5127
N1 1.62 -0.83 -0.62  -0.4388
N2 0.46 0.05 1.07  -0.3589
N3 -0.57 0.07 -0.88  -0.5158
S1 -3.20 -1.45 -0.24  -0.0629
S2 -2.79 1.53 0.18  -0.0197
H1 2.47 -0.93 0.00  0.2230
H2 1.86 -0.87 -1.59  0.2215
H3 1.30 -0.07 1.55  0.1435
H4 -0.37 0.42 1.72  0.2300
H5 -0.47 0.00 -1.94  0.1487
H6 -4.06 1.35 0.53  0.2205

Values from the calculation:
orbital gap = 8.66 eV
HOMO = -13.6 eV
charge = +1
E_LUMO = -4.90 eV

=====

Going by the energies, *2* is most stable and the next is 0.0193 hartree up.

=====

*1*
Molecular formula: C3H6
Method: DFT, ωB97M-V/def2-TZVPD

Last column: Mulliken charge in e.
Geometry (Å):
C1 1.45 0.16 0.04  -0.6611
C2 0.23 -0.35 -0.04  -0.0715
C3 -1.41 0.19 0.03  -0.6703
H1 1.66 1.22 -0.10  0.2210
H2 2.42 -0.33 -0.05  0.2613
H3 0.21 -1.52 -0.06  0.1703
H4 -1.80 -0.76 0.52  0.2220
H5 -1.32 1.06 0.71  0.2415
H6 -1.44 0.32 -1.05  0.2868

Values from the calculation:
orbital gap = 11.03 eV
HOMO = -9.8 eV
E_LUMO = 1.22 eV
SMILES = C=CC

=====

*2*
Molecular formula: C3H6
Method: DFT, ωB97M-V/def2-TZVPD

Last column: Mulliken charge in e.
Geometry (Å):
C1 1.40 -0.20 -0.04  -0.8340
C2 0.32 0.55 0.05  0.3106
C3 -1.06 -0.10 0.01  -0.8314
H1 2.48 0.05 -0.06  0.2272
H2 1.38 -1.24 -0.02  0.2135
H3 0.44 1.78 -0.04  0.1874
H4 -1.39 -0.28 -1.02  0.2360
H5 -1.87 0.27 0.68  0.2848
H6 -0.77 -1.26 0.30  0.2058

Values from the calculation:
orbital gap = 11.06 eV
HOMO = -9.8 eV
E_LUMO = 1.31 eV
SMILES = C=CC

=====

Going by the energies, *2* is most stable and the next is 0.0223 hartree up.

=====

*1*
Molecular formula: C3H6
Method: DFT, ωB97M-V/def2-TZVPD

Last column: Mulliken charge in e.
Geometry (Å):
C1 0.00 0.84 -0.02  -0.3260
C2 -0.76 -0.45 0.02  -0.4608
C3 0.75 -0.44 -0.01  -0.4624
H1 -0.01 1.66 0.86  0.1839
H2 -0.13 1.44 -0.90  0.2109
H3 -1.33 -0.67 -0.85  0.2177
H4 -1.25 -0.79 0.90  0.2154
H5 1.35 -0.57 0.88  0.1951
H6 1.38 -0.73 -0.84  0.2263

Values from the calculation:
orbital gap = 12.19 eV
HOMO = -10.8 eV
E_LUMO = 1.41 eV
SMILES = C1CC1

=====

*2*
Molecular formula: C3H6
Method: DFT, ωB97M-V/def2-TZVPD

Last column: Mulliken charge in e.
Geometry (Å):
C1 1.22 0.03 -0.70  -0.7211
C2 0.21 -0.53 0.00  0.0135
C3 -1.03 0.24 0.48  -0.8557
H1 1.25 1.05 -1.06  0.2489
H2 2.18 -0.48 -0.82  0.2433
H3 0.29 -1.53 0.37  0.2959
H4 -0.79 1.05 1.19  0.2454
H5 -1.56 0.69 -0.38  0.2680
H6 -1.75 -0.52 0.93  0.2618

Values from the calculation:
orbital gap = 10.84 eV
HOMO = -9.5 eV
E_LUMO = 1.31 eV
SMILES = C=CC

=====

Going by the energies, *2* is most stable and the next is 0.0175 hartree up.